The following is a DFT calculation (ωB97M-V with the def2-TZVPD basis set) of a cluster of 14 separate species, C22H72O14 in total.

Each line ends with the Löwdin charge.
Geometry (Å):
1 O 2.541 -0.079 -2.969  -0.041
2 H 2.406 0.868 -3.007  -0.017
3 H 3.205 -0.200 -2.290  0.006
4 O 1.974 2.430 -2.909  -0.038
5 H 1.921 3.332 -3.225  0.073
6 H 1.080 2.217 -2.642  0.021
7 O -2.698 -2.551 0.963  -0.041
8 H -3.096 -2.388 0.108  -0.008
9 H -1.884 -3.013 0.764  -0.001
10 C 4.947 -2.111 0.150  -0.065
11 C 4.133 -0.886 -0.183  -0.366
12 O 4.723 -0.031 -1.101  -0.060
13 H 4.458 -2.798 0.841  0.067
14 H 5.849 -1.749 0.645  0.076
15 H 5.246 -2.558 -0.798  0.084
16 H 3.889 -0.375 0.748  0.103
17 H 3.130 -1.168 -0.505  0.098
18 H 5.522 0.298 -0.683  0.100
19 C -2.189 0.955 4.603  -0.059
20 C -1.890 -0.116 3.486  -0.339
21 O -3.039 -0.240 2.801  -0.078
22 H -3.021 0.585 5.203  0.074
23 H -2.485 1.930 4.216  0.059
24 H -1.392 1.116 5.329  0.055
25 H -1.497 -1.039 3.913  0.112
26 H -1.215 0.320 2.749  0.100
27 H -2.873 -0.928 2.153  0.053
28 C 2.589 -1.897 3.883  -0.081
29 C 1.600 -0.827 3.427  -0.309
30 O 1.062 -0.203 4.597  -0.068
31 H 3.308 -1.395 4.529  0.075
32 H 3.186 -2.284 3.057  0.051
33 H 2.120 -2.710 4.437  0.072
34 H 0.781 -1.291 2.878  0.083
35 H 2.010 -0.191 2.642  0.104
36 H 1.475 0.659 4.682  0.083
37 C -4.450 4.325 0.712  -0.079
38 C -4.081 2.838 0.860  -0.313
39 O -4.332 2.311 2.156  -0.075
40 H -5.487 4.563 0.950  0.070
41 H -4.314 4.657 -0.317  0.065
42 H -3.868 5.012 1.328  0.062
43 H -3.038 2.657 0.600  0.092
44 H -4.664 2.319 0.099  0.084
45 H -3.889 1.475 2.320  0.033
46 C -4.216 1.449 -2.558  -0.077
47 C -3.797 0.685 -3.750  -0.311
48 O -2.511 0.180 -3.501  -0.091
49 H -4.300 0.756 -1.721  0.075
50 H -5.160 1.989 -2.618  0.091
51 H -3.507 2.224 -2.266  0.084
52 H -3.914 1.228 -4.688  0.120
53 H -4.326 -0.250 -3.935  0.109
54 H -2.235 -0.399 -4.215  0.110
55 C 3.016 3.268 -0.126  -0.080
56 C 4.022 3.291 1.096  -0.281
57 O 4.693 4.528 0.973  -0.086
58 H 2.475 2.324 -0.198  0.049
59 H 3.628 3.413 -1.015  0.062
60 H 2.287 4.076 -0.193  0.068
61 H 4.710 2.466 0.913  0.093
62 H 3.548 3.206 2.074  0.095
63 H 5.599 4.383 0.690  0.081
64 C -4.324 -3.753 -3.143  -0.079
65 C -3.139 -3.269 -2.390  -0.304
66 O -3.550 -2.179 -1.593  -0.103
67 H -4.071 -4.764 -3.465  0.079
68 H -4.593 -3.073 -3.951  0.074
69 H -5.185 -3.836 -2.480  0.086
70 H -2.409 -2.779 -3.033  0.113
71 H -2.643 -4.058 -1.824  0.121
72 H -3.469 -1.393 -2.140  0.050
73 C 2.883 -1.897 -5.952  -0.099
74 C 2.304 -2.945 -5.001  -0.322
75 O 1.346 -2.274 -4.206  -0.107
76 H 3.342 -2.334 -6.839  0.065
77 H 3.583 -1.201 -5.490  0.068
78 H 2.025 -1.354 -6.348  0.073
79 H 3.149 -3.283 -4.400  0.097
80 H 2.009 -3.837 -5.553  0.107
81 H 1.750 -1.474 -3.862  0.011
82 C 0.197 -0.377 -0.677  -0.051
83 C -0.875 0.758 -0.795  -0.285
84 O -0.663 1.603 -1.896  -0.083
85 H 0.319 -0.860 -1.646  0.065
86 H -0.102 -1.131 0.052  0.057
87 H 1.177 0.052 -0.468  0.045
88 H -0.941 1.308 0.143  0.096
89 H -1.790 0.174 -0.894  0.091
90 H -1.101 1.214 -2.656  0.054
91 C 0.525 -4.686 2.617  -0.091
92 C 1.038 -4.150 1.340  -0.318
93 O -0.094 -3.960 0.501  -0.088
94 H 0.019 -5.643 2.492  0.087
95 H -0.095 -3.961 3.143  0.080
96 H 1.372 -4.850 3.284  0.075
97 H 1.663 -4.932 0.910  0.118
98 H 1.637 -3.252 1.490  0.090
99 H 0.174 -4.020 -0.419  0.092
100 C -0.371 4.019 2.423  -0.043
101 C 0.062 3.794 3.929  -0.298
102 O 1.456 3.907 3.984  -0.094
103 H -0.130 5.027 2.086  0.072
104 H -1.450 3.886 2.338  0.053
105 H 0.089 3.264 1.785  0.061
106 H -0.182 2.819 4.350  0.075
107 H -0.392 4.419 4.697  0.107
108 H 1.682 4.630 3.394  0.071

Forces on the atoms, in the same order (eV/Å):
O -0.09 -1.14 -0.19
H 0.10 0.61 -0.28
H 0.34 0.05 -0.03
O 0.18 0.57 -0.24
H 0.18 0.17 -0.16
H -0.90 -0.21 0.51
O -0.03 0.22 0.89
H -0.34 0.26 -0.61
H 0.56 -0.27 0.10
C 0.64 0.57 -0.36
C -1.59 -0.83 1.69
O 0.40 0.30 -0.41
H -0.14 -0.04 -0.28
H 0.27 -0.23 0.08
H -0.04 -0.49 0.20
H 0.21 0.43 0.31
H 0.08 -0.08 -0.68
H 0.19 0.22 -0.25
C 0.28 -0.96 0.10
C 1.70 2.89 1.95
O -2.89 -0.88 -1.23
H -0.21 -0.07 -0.12
H 0.01 -0.14 -0.35
H 0.32 -0.18 -0.29
H 0.01 -0.09 0.04
H 1.18 -0.08 0.41
H -0.49 -0.58 -0.65
C 0.50 0.66 -0.21
C -0.42 -1.30 0.14
O 0.16 0.31 -0.82
H 0.05 -0.13 0.23
H -0.17 -0.24 -0.17
H -0.06 0.12 -0.09
H -0.37 -0.20 0.24
H 0.39 0.69 0.52
H 0.00 0.16 0.12
C 0.14 0.06 0.37
C -0.14 0.06 0.07
O -0.57 1.28 -0.12
H -0.15 -0.47 0.10
H 0.15 -0.22 -0.15
H 0.28 -0.24 0.16
H 0.26 0.27 -0.12
H -0.21 -0.33 0.00
H 0.28 -0.52 -0.28
C -0.55 0.43 1.26
C -0.80 -0.99 -1.21
O 1.72 0.17 0.21
H -0.01 0.10 0.21
H -0.17 -0.34 -0.43
H 0.39 -0.16 -0.20
H 0.55 0.41 -0.05
H -1.26 0.26 0.26
H 0.11 -0.02 -0.16
C 0.67 -0.35 0.77
C -1.33 0.30 -2.15
O 0.58 0.53 0.58
H 0.06 -0.07 -0.08
H 0.02 -0.38 -0.04
H 0.02 0.13 0.69
H 0.03 -0.19 0.36
H 0.00 -0.01 -0.03
H -0.06 0.02 0.06
C -0.18 -0.98 -0.11
C 0.39 1.25 -0.61
O -0.31 0.44 1.22
H -0.39 0.01 -0.69
H 0.04 -0.26 -0.18
H 0.06 0.01 0.10
H 0.47 -0.90 -0.52
H -0.16 0.23 0.39
H 0.14 0.27 0.16
C -0.41 -0.34 -0.98
C 1.77 1.43 -0.03
O -1.03 -1.66 -0.19
H 0.34 -0.17 0.09
H -0.16 -0.09 0.15
H 0.03 0.33 0.04
H 0.03 -0.26 0.47
H -1.06 0.27 0.23
H 0.42 0.53 0.31
C -0.17 1.07 -0.47
C 0.54 -2.24 0.55
O 0.45 0.71 0.13
H -0.18 -0.10 -0.07
H 0.05 0.13 0.18
H 0.05 -0.07 0.33
H 0.10 0.36 -0.19
H -0.50 0.46 -0.14
H -0.34 -0.26 -0.22
C 0.28 -0.01 1.46
C -0.07 -0.78 -0.52
O -0.16 0.41 -0.40
H -0.16 0.20 -0.06
H -0.34 -0.10 -0.14
H 0.11 -0.16 0.09
H 0.33 0.14 -0.26
H -0.12 0.25 -0.18
H 0.06 0.14 -0.11
C -0.73 -0.59 1.83
C -0.49 -0.28 -0.94
O 1.03 0.04 0.18
H 0.15 -0.01 0.04
H -0.13 0.09 -0.08
H 0.23 0.11 0.07
H -0.02 -0.41 -0.75
H -0.31 0.86 -0.49
H 0.32 0.11 0.08

The calculation puts the energy above the lowest of the compared OMol25 structures with the same formula, charge and spin at 19.8 kcal/mol. The LUMO energy comes out at 0.28 eV. The highest occupied orbital energy comes out at -0.3497 hartree. The value obtained for the calculated total energy is -52643.53877 eV. The value obtained for the gap between HOMO and LUMO is 9.79 eV.

***

The following is a DFT calculation (ωB97M-V with the def2-TZVPD basis set) of a cluster of 2 separate species, C3H6NO3 in total.

Each line ends with the natural charge from an NBO analysis.
Geometry (Å):
1 C -0.727 1.397 -0.873  0.529
2 N -0.177 0.183 -1.025  -0.641
3 C -1.083 -0.940 -1.139  -0.424
4 O -1.892 1.709 -1.096  -0.683
5 H -0.006 2.149 -0.522  0.098
6 H 0.670 0.029 -0.423  0.451
7 H -1.521 -1.192 -0.171  0.208
8 H -0.535 -1.811 -1.495  0.187
9 H -1.873 -0.693 -1.846  0.197
10 O 2.017 -0.253 0.594  -0.801
11 C 1.587 -0.818 1.634  0.636
12 O 0.425 -1.101 1.937  -0.760
13 H 2.379 -1.040 2.394  0.004

Forces on the atoms, in the same order (eV/Å):
C -0.09 0.12 -0.05
N -0.03 0.12 0.58
C 0.08 -0.16 -0.17
O -0.03 0.00 -0.09
H 0.15 0.03 -0.01
H -0.05 -0.06 -0.31
H -0.03 0.03 0.03
H 0.03 0.00 -0.03
H -0.05 -0.05 0.01
O 0.06 -0.01 -0.28
C 0.25 0.36 0.24
O -0.33 -0.23 0.02
H 0.05 -0.15 0.04

The calculation puts the energy above the lowest of the compared OMol25 structures with the same formula, charge and spin at 11.2 kcal/mol. The LUMO energy comes out at 4.10 eV. The highest occupied orbital energy comes out at -0.1768 hartree. The value obtained for the calculated total energy is -10843.09048 eV. The value obtained for the gap between HOMO and LUMO is 8.91 eV. Its total charge is -1.

***

Question: gap between HOMO and LUMO of number 2 (C3H6NO3)?
Answer: 8.91 eV

***

Question: Among the records above, which one has the lowest calculated total energy?
Answer: C22H72O14

***

Question: Among the records above, which one has the lowest calculated total energy?
Answer: C22H72O14